No. 1
71
Properties=species:S:1:pos:R:3:forces:R:3 method="wB97M-V/def2-TZVPD" relative_energy_kcal_mol=38.5 charge=+1 e_lumo_ev=-3.364
Zr 0.203492 -0.009158 -0.164683 1.04 -1.81 0.27
Cl 4.912617 -4.698724 -1.976811 0.03 -0.77 -0.53
C 4.002687 -3.512784 -1.184589 1.00 0.80 1.70
C 4.602694 -2.940199 -0.013605 0.00 -0.27 -0.80
Cl 6.144734 -3.467588 0.551771 -0.08 -0.16 -0.03
C 4.029788 -1.877747 0.644299 -2.35 1.73 -0.65
Cl 4.587129 -1.053893 2.030611 0.85 -0.18 0.61
C 2.849279 -1.255941 0.121525 1.32 -2.73 -2.39
O 2.296964 -0.143367 0.512260 -1.80 0.66 0.22
C 2.262615 -1.893031 -1.039362 0.06 0.09 0.83
O 1.126962 -1.281455 -1.429633 -0.32 0.29 0.01
C 2.780900 -3.059215 -1.651470 -0.15 0.51 0.78
Cl 1.925440 -4.034269 -2.810308 0.03 0.83 0.13
O -0.275087 6.285899 1.160302 1.05 -0.51 -0.46
C -0.054810 4.955246 0.891451 0.06 1.74 0.76
C 1.266046 4.476036 0.867007 -0.79 -0.63 -0.47
C 1.430265 3.180948 0.450105 0.01 -0.85 -0.24
N 0.379061 2.329455 0.212139 0.27 -0.19 0.05
C -0.860971 2.760203 0.390898 0.35 1.89 0.72
Br -2.281291 1.492171 0.338238 0.56 0.84 -0.29
C -1.139628 4.095126 0.719768 -0.25 -0.77 -0.65
H 0.574738 6.821978 1.104329 -1.48 -1.14 0.15
H 2.099604 5.109664 1.131811 0.07 -0.01 -0.17
H 2.430137 2.764759 0.271233 -0.52 -0.02 0.22
H -2.190554 4.371851 0.716290 0.37 0.46 0.30
N 2.061546 1.212624 -6.646070 0.67 0.20 0.39
C 1.089951 0.286958 -6.355910 0.90 0.66 -1.41
O 0.935847 -0.635104 -7.140047 -1.12 0.35 1.54
C 0.346894 0.666685 -5.094479 -0.16 -0.07 1.34
C 0.840771 1.657605 -4.215141 -0.51 -0.14 -0.46
C 0.401432 1.677678 -2.896581 0.61 -0.22 -0.90
N -0.448227 0.766373 -2.407335 -1.03 0.22 -0.22
C -1.170208 0.020270 -3.305540 1.28 0.28 1.06
C -0.758130 -0.042859 -4.636633 0.28 -0.08 0.58
H 2.610893 0.913101 -7.439824 0.15 0.19 0.08
H 2.571181 1.707392 -5.907947 -0.41 -0.45 -0.75
H 1.533780 2.426984 -4.549827 -0.12 -0.27 0.28
H 0.853280 2.423924 -2.243134 -0.22 -0.41 0.15
H -1.957998 -0.600602 -2.838413 0.58 0.31 -0.66
H -1.186258 -0.754782 -5.289108 -0.59 -0.65 -0.57
C -3.757451 -0.796905 1.846550 -0.47 -0.16 0.90
Si -3.221123 -1.864069 0.358231 -0.03 -0.28 -0.39
C -4.213864 -1.097422 -1.071956 1.17 0.55 -0.74
C -3.693617 -3.718049 0.719680 0.11 0.16 -0.27
C -1.378919 -1.711547 -0.068181 0.25 0.62 0.56
H -4.571408 -0.047955 1.655281 0.67 -0.70 -0.09
H -2.885234 -0.231572 2.210923 -0.43 -0.28 0.28
H -4.150734 -1.466300 2.670496 0.53 0.75 -0.75
H -5.239583 -0.962631 -0.803657 -0.82 -0.10 0.14
H -4.153183 -1.677813 -1.999291 -0.16 -0.12 0.13
H -3.859049 -0.067877 -1.381497 -0.16 -0.96 0.53
H -4.813064 -3.841435 0.537412 1.43 -0.08 0.56
H -3.349858 -4.083054 1.753454 -0.77 0.62 -1.44
H -3.141849 -4.343035 -0.036164 -0.61 0.47 0.66
H -1.081103 -2.215840 -0.994449 -0.41 -0.29 0.09
H -0.837342 -2.232828 0.751765 0.03 -0.10 -0.39
C 0.186703 0.156142 5.596161 0.94 0.62 0.85
N 0.608045 0.238189 4.210710 0.27 -0.24 -0.83
C 1.516785 1.385799 3.936894 0.12 -0.35 -0.16
C -0.013572 -0.454696 3.249378 -0.13 0.92 -0.87
C -0.886110 -1.644385 3.612468 -0.76 0.56 -1.00
O 0.048583 -0.094949 2.007420 0.27 -0.22 2.01
H -0.179272 -0.810439 5.877145 -0.45 -0.38 -0.11
H -0.547288 0.960316 5.780510 0.21 -0.45 0.18
H 1.083122 0.316228 6.239176 -0.71 0.05 -0.44
H 2.135674 1.614937 4.877838 -1.03 -0.37 -1.65
H 0.866673 2.210195 3.637619 0.23 0.40 0.35
H 2.141834 1.168815 3.044788 -0.17 -0.12 0.75
H -1.705587 -1.443840 4.315887 0.62 0.16 0.16
H -0.313199 -2.511122 3.897478 0.30 -0.19 0.32
H -1.422547 -1.875083 2.690361 0.27 -0.22 0.10



No. 2
62
Properties=species:S:1:pos:R:3:forces:R:3 method="wB97M-V/def2-TZVPD" relative_energy_kcal_mol=34.0 smiles="Cc1csc([C@H](C)N(C)C(=O)c2ccc(OC3CCN(Cc4ccccn4)CC3)cc2)n1" e_lumo_ev=0.721
C -1.851374 6.879854 -4.324793 -0.02 -0.02 0.08
C -2.351935 6.632034 -2.943976 -0.73 0.13 -0.14
C -3.642646 6.731594 -2.522002 0.04 -0.06 0.25
S -3.775504 6.353693 -0.848732 0.67 -0.05 -0.35
C -2.049648 6.090172 -0.829322 -0.96 0.07 0.28
N -1.477832 6.268579 -1.968510 0.72 0.06 0.04
C -1.346714 5.644384 0.412736 0.09 0.11 0.46
N -0.999741 4.231004 0.302931 -0.07 0.16 0.05
C -1.728806 3.336805 1.018822 0.08 -0.05 0.01
O -2.666296 3.674192 1.721019 -0.33 -0.04 0.12
C -1.310879 1.906526 0.924718 0.03 -0.19 0.21
C -0.042463 1.490186 1.303804 -0.31 0.12 -0.09
C 0.303315 0.150369 1.286742 0.17 -0.33 0.05
C -0.625416 -0.804714 0.882989 -0.20 0.22 -0.06
C -1.907986 -0.385734 0.517059 0.15 -0.15 0.01
C -2.248434 0.947674 0.550681 0.13 0.10 0.02
H -3.245883 1.262232 0.283692 -0.11 0.02 0.00
H -2.623300 -1.136183 0.219659 -0.08 -0.09 -0.04
O -0.415295 -2.143717 0.822242 -0.16 0.02 0.03
C 0.853662 -2.693435 1.146993 0.30 -0.30 -0.17
C 0.636573 -4.180282 1.425865 0.19 0.27 0.08
C 1.986737 -4.864358 1.687936 -0.21 0.01 0.08
N 2.946740 -4.689505 0.618905 0.16 -0.13 -0.07
C 3.148890 -3.285280 0.340163 -0.06 0.19 -0.11
C 1.854313 -2.532549 -0.001083 -0.02 0.02 0.30
H 1.410153 -2.940797 -0.911142 -0.06 0.01 -0.04
H 2.070802 -1.478270 -0.179389 -0.01 0.02 -0.05
H 3.865687 -3.188883 -0.477448 0.03 0.03 0.07
H 3.594959 -2.838661 1.235606 0.06 0.06 -0.05
C 2.694486 -5.502555 -0.562704 -0.02 0.05 0.10
C 2.930833 -6.957552 -0.253524 -0.37 -0.06 -0.09
N 4.192764 -7.363664 -0.266066 0.29 0.40 -0.10
C 4.458923 -8.623326 0.023033 0.06 -0.31 0.08
C 3.484934 -9.558688 0.339117 -0.12 0.05 0.00
C 2.163260 -9.143392 0.341293 0.08 -0.02 0.01
C 1.879176 -7.822102 0.038888 0.13 -0.02 -0.06
H 0.858650 -7.468486 0.022779 -0.08 0.08 -0.01
H 1.366915 -9.836463 0.573172 -0.04 -0.04 0.01
H 3.751018 -10.578551 0.569381 0.05 -0.07 0.01
H 5.506480 -8.894912 -0.005065 0.06 -0.12 0.02
H 3.418539 -5.199664 -1.321664 -0.10 -0.03 -0.02
H 1.678293 -5.376355 -0.969744 0.05 0.01 -0.05
H 1.840164 -5.932438 1.857207 0.01 0.08 0.12
H 2.430867 -4.438875 2.594136 -0.04 -0.08 0.05
H 0.140566 -4.626163 0.562485 -0.07 -0.01 -0.05
H -0.019309 -4.301751 2.288264 -0.06 -0.02 0.01
H 1.248688 -2.217641 2.056797 -0.06 -0.02 -0.07
H 1.297290 -0.131386 1.596991 0.07 -0.07 0.01
H 0.685993 2.216583 1.633010 0.09 0.08 0.00
C -0.008863 3.866588 -0.681496 0.29 -0.10 -0.26
H 1.003120 3.956428 -0.278288 0.05 -0.04 -0.06
H -0.108019 4.535212 -1.538165 0.09 -0.14 0.05
H -0.167074 2.841300 -1.010342 0.06 0.10 -0.02
C -0.114598 6.505510 0.686818 -0.19 -0.15 -0.03
H 0.535883 6.528140 -0.182467 0.10 0.04 -0.06
H 0.429601 6.110044 1.540657 0.06 -0.03 0.09
H -0.426696 7.521999 0.911265 0.01 0.11 -0.01
H -2.046230 5.707640 1.254127 0.19 0.00 -0.21
H -4.508851 7.002790 -3.090357 -0.16 0.08 -0.19
H -1.082235 7.649729 -4.306034 0.04 0.05 -0.06
H -1.405774 5.971376 -4.726927 0.03 -0.03 -0.08
H -2.664043 7.197219 -4.971654 0.00 0.03 -0.11



No. 3
62
Properties=species:S:1:pos:R:3:forces:R:3 method="wB97M-V/def2-TZVPD" relative_energy_kcal_mol=36.6 smiles="Cc1csc([C@H](C)N(C)C(=O)c2ccc(OC3CCN(Cc4ccccn4)CC3)cc2)n1" e_lumo_ev=0.583
C 2.965452 -5.848482 -5.264092 -0.04 0.04 0.05
C 2.470670 -4.903033 -4.225672 0.68 0.45 0.00
C 3.134684 -3.821267 -3.737138 -0.19 0.02 0.16
S 2.197157 -3.005584 -2.543736 -0.26 -0.58 -0.31
C 0.943474 -4.209179 -2.800204 0.55 0.77 0.30
N 1.237429 -5.091585 -3.680831 -0.64 -0.54 -0.09
C -0.320248 -4.158119 -2.007351 -0.34 -0.37 0.43
N -0.707223 -2.773348 -1.781850 0.18 -0.17 -0.18
C -0.672165 -2.296212 -0.511822 -0.05 0.09 0.09
O -0.433240 -3.014433 0.443606 -0.01 -0.03 0.33
C -0.906720 -0.833476 -0.328453 0.16 0.19 0.18
C -1.988346 -0.391707 0.425974 0.08 0.02 -0.15
C -2.138402 0.947311 0.706799 0.03 0.17 -0.15
C -1.194986 1.879448 0.265241 -0.15 -0.24 0.00
C -0.123236 1.441172 -0.507190 0.01 0.37 0.04
C 0.016326 0.094503 -0.792697 -0.20 -0.25 0.12
H 0.866673 -0.240621 -1.369675 0.08 -0.02 -0.10
H 0.611694 2.135745 -0.880462 0.08 0.10 0.01
O -1.428843 3.154565 0.648763 -0.17 -0.14 0.11
C -0.543016 4.211033 0.291446 0.26 0.47 -0.34
C -1.220833 5.475668 0.823620 0.01 -0.43 0.10
C -1.267554 5.419690 2.348660 -0.22 0.34 0.09
N 0.055484 5.282985 2.948977 -0.06 -0.19 0.01
C 1.125516 5.110522 1.994097 0.18 -0.05 -0.28
C 0.860852 4.058580 0.906664 -0.07 0.06 0.15
H 0.950243 3.070818 1.357456 0.07 0.10 -0.18
H 1.627295 4.153435 0.135469 0.03 -0.05 -0.06
H 2.027775 4.832415 2.539916 0.03 0.07 -0.02
H 1.306808 6.084164 1.523193 0.14 -0.10 -0.01
C 0.093083 4.421849 4.117004 0.01 0.15 0.04
C -0.196029 2.953272 3.885473 -0.29 0.09 0.18
N 0.801387 2.218081 3.405623 0.37 0.30 0.12
C 0.599646 0.932277 3.180380 -0.05 -0.37 -0.06
C -0.604989 0.292396 3.423183 -0.03 0.09 0.14
C -1.648112 1.051890 3.926918 0.11 -0.03 0.05
C -1.443401 2.401660 4.162228 0.08 -0.07 -0.01
H -2.233805 3.016622 4.567813 -0.04 0.07 0.03
H -2.607044 0.599002 4.136281 -0.07 -0.03 0.01
H -0.718218 -0.759900 3.217952 0.01 -0.12 -0.05
H 1.448529 0.390371 2.782851 0.01 -0.14 -0.03
H -0.631596 4.821448 4.833498 0.06 -0.05 0.06
H 1.093514 4.510239 4.548662 -0.10 -0.05 0.08
H -1.907812 4.574190 2.625099 -0.01 0.09 -0.01
H -1.729107 6.338116 2.737606 -0.13 -0.14 -0.07
H -2.240618 5.521825 0.439644 0.02 0.07 -0.04
H -0.680425 6.355898 0.478337 0.01 0.03 -0.06
H -0.480484 4.257380 -0.806886 -0.05 -0.06 0.17
H -2.973794 1.305470 1.287369 -0.08 0.04 0.07
H -2.708364 -1.107868 0.792400 -0.07 -0.08 0.08
C -1.146202 -2.017561 -2.928905 -0.22 0.13 -0.22
H -0.402023 -2.077115 -3.726246 -0.01 0.04 -0.02
H -1.290683 -0.976094 -2.655491 -0.01 -0.09 -0.11
H -2.093040 -2.413478 -3.304911 0.02 0.05 -0.04
C -1.415022 -4.998421 -2.660015 0.16 0.14 0.13
H -1.103039 -6.037910 -2.666649 -0.02 -0.08 -0.06
H -1.582068 -4.691131 -3.688508 -0.06 -0.02 -0.11
H -2.338786 -4.905138 -2.094756 -0.08 0.01 0.06
H -0.115953 -4.556633 -1.001544 -0.04 0.09 -0.32
H 4.106494 -3.457911 -4.002350 0.24 0.02 -0.13
H 3.947626 -5.546962 -5.616606 0.07 -0.04 -0.07
H 3.023581 -6.853188 -4.849291 0.04 -0.09 -0.03
H 2.271118 -5.873289 -6.101895 0.00 -0.03 -0.09



No. 4
63
Properties=species:S:1:pos:R:3:forces:R:3 method="wB97M-V/def2-TZVPD" relative_energy_kcal_mol=1.6 smiles="CCCCCn1c(=O)[nH]c2cc(C(=O)N3CCN(c4ccccc4OC)CC3)ccc2c1=O" e_lumo_ev=0.268
C -6.607323 -2.876723 -0.026486 -0.15 0.15 -0.15
C -7.475717 -1.657253 -0.315083 0.01 -0.01 0.20
C -7.294575 -0.529694 0.703897 0.13 -0.04 -0.11
C -5.852862 -0.056357 0.881533 -0.13 0.07 -0.14
C -5.248139 0.484808 -0.412289 -0.34 -0.17 0.09
N -3.868233 0.907776 -0.200588 -0.15 -0.14 -0.12
C -3.656038 2.237315 0.103695 0.31 0.27 0.03
O -4.545473 3.052645 0.176284 -0.28 0.15 0.05
N -2.344992 2.595506 0.308278 0.03 0.36 0.10
C -1.277185 1.734628 0.255982 0.18 -0.60 -0.13
C 0.026200 2.174275 0.478152 0.08 -0.06 -0.03
C 1.074930 1.273990 0.413520 -0.32 -0.09 0.22
C 0.834662 -0.075911 0.147538 0.06 0.03 -0.02
C -0.452631 -0.510421 -0.077559 -0.13 0.17 0.00
C -1.518707 0.387778 -0.033320 0.35 0.18 0.10
C -2.889105 -0.074244 -0.273710 0.11 0.02 -0.03
O -3.179452 -1.223775 -0.529356 0.02 -0.09 0.01
H -0.667979 -1.546154 -0.290016 -0.02 -0.10 -0.01
H 1.658915 -0.772419 0.127026 0.10 -0.11 0.00
C 2.476152 1.722464 0.724193 -0.20 0.15 -0.03
O 2.891164 1.725182 1.866832 0.00 -0.12 0.29
N 3.203919 2.142536 -0.334011 0.14 0.18 -0.09
C 2.792196 2.017822 -1.709155 -0.10 -0.11 -0.26
H 3.180358 2.888602 -2.247607 -0.09 -0.03 0.02
C 3.371318 0.705381 -2.305159 -0.08 0.10 -0.21
N 4.464971 0.218040 -1.490928 0.02 0.08 0.02
C 4.266872 -0.939027 -0.734010 0.11 -0.22 0.04
C 3.654436 -2.022816 -1.367973 0.04 -0.03 0.13
C 3.351265 -3.195051 -0.701357 -0.09 -0.03 0.03
C 3.677404 -3.322020 0.633296 -0.02 -0.05 -0.01
C 4.338667 -2.287128 1.273090 0.05 0.06 0.11
C 4.655894 -1.107129 0.614427 0.03 0.02 0.01
O 5.346444 -0.091078 1.219913 -0.19 -0.21 -0.49
C 5.518896 -0.122724 2.615604 -0.02 0.02 0.30
H 6.158979 -0.954181 2.928692 -0.03 0.03 -0.04
H 6.007970 0.817157 2.868520 -0.03 -0.07 0.04
H 4.556235 -0.172470 3.131561 0.03 -0.01 -0.03
H 4.600684 -2.404922 2.311898 0.05 0.04 0.10
H 3.435935 -4.220747 1.179141 -0.01 -0.08 0.05
H 2.864462 -4.000790 -1.229056 -0.04 -0.08 -0.05
H 3.413986 -1.942984 -2.417173 0.02 0.05 -0.09
C 5.347677 1.290113 -1.102013 0.19 0.14 0.00
C 4.632713 2.330302 -0.201050 0.25 0.06 0.25
H 4.897207 3.350663 -0.498374 0.00 -0.03 0.01
H 4.880727 2.183162 0.848866 0.02 0.07 -0.18
H 6.218561 0.881212 -0.596981 -0.01 0.14 -0.10
H 5.679602 1.772807 -2.029283 0.04 -0.02 0.06
H 2.583702 -0.045210 -2.345618 0.06 0.06 -0.02
H 3.728933 0.891763 -3.325765 -0.13 -0.02 0.01
H 1.704473 2.023270 -1.780564 0.12 0.06 -0.07
H 0.213434 3.213786 0.704472 0.03 0.13 0.04
H -2.189200 3.567754 0.538777 -0.17 -0.17 -0.05
H -5.226758 -0.291927 -1.177435 -0.02 0.13 0.03
H -5.810156 1.350797 -0.764788 0.08 -0.12 -0.01
H -5.234616 -0.879431 1.241870 0.06 0.01 0.04
H -5.832088 0.737427 1.632310 0.06 -0.02 0.01
H -7.912425 0.319464 0.402262 -0.07 0.04 0.08
H -7.657469 -0.873555 1.675390 -0.08 0.04 0.02
H -8.527198 -1.955570 -0.300769 0.00 0.04 -0.10
H -7.260246 -1.287700 -1.319126 -0.07 0.00 -0.08
H -5.553591 -2.651463 -0.166904 0.16 -0.02 0.02
H -6.869790 -3.690119 -0.699359 0.03 -0.12 -0.02
H -6.757999 -3.217442 0.995864 0.02 -0.08 0.13